This record from the Open Molecules 2025 dataset describes a cluster of 15 separate species, C19H68N18O15 in total in a non-equilibrium geometry. The level of theory is ωB97M-V/def2-TZVPD.

The calculation puts the total energy at -78337.8293 eV. The total charge is 0. The energy relative to the best compared isomer or geometry (same formula, charge and spin) comes out at 0.000 eV.

Last columns: bonded neighbours and bond lengths (Å).
Geometry (Å):
1 C -0.223 -0.382 -0.822  C2 1.466, H4 1.095, H5 1.102, H6 1.150
2 C 0.192 0.724 0.046  C1 1.466, O3 1.434, H7 1.075, H8 1.104
3 O -0.332 0.575 1.373  C2 1.434, H9 0.969
4 H -1.299 -0.485 -0.654  C1 1.095
5 H 0.241 -1.350 -0.570  C1 1.102
6 H -0.033 -0.209 -1.943  C1 1.150
7 H -0.053 1.721 -0.273  C2 1.075
8 H 1.290 0.609 0.054  C2 1.104
9 H 0.002 1.332 1.878  O3 0.969
10 C 1.094 2.311 -3.147  C11 1.532, H13 1.094, H14 1.081, H15 1.085
11 C 1.208 3.769 -2.690  C10 1.532, O12 1.378, H16 1.056, H17 1.078
12 O 2.540 4.105 -2.791  C11 1.378, H18 0.965
13 H 1.446 1.477 -2.534  C10 1.094
14 H 1.598 2.202 -4.097  C10 1.081
15 H 0.043 2.050 -3.215  C10 1.085
16 H 0.918 3.779 -1.675  C11 1.056
17 H 0.510 4.394 -3.223  C11 1.078
18 H 2.734 4.530 -3.636  O12 0.965
19 C -1.781 0.469 4.393  C20 1.502, H22 1.067, H23 1.126, H24 1.095
20 C -2.122 1.899 4.083  C19 1.502, O21 1.424, H25 1.060, H26 1.030
21 O -3.428 2.048 3.535  C20 1.424, H27 0.993
22 H -2.318 0.148 5.257  C19 1.067
23 H -0.674 0.335 4.540  C19 1.126
24 H -2.025 -0.127 3.507  C19 1.095
25 H -1.486 2.280 3.326  C20 1.060
26 H -2.064 2.533 4.893  C20 1.030
27 H -3.434 1.565 2.667  O21 0.993
28 C -0.011 0.389 -5.921  C29 1.521, H31 1.097, H32 1.097, H33 1.081
29 C -0.120 -0.516 -4.703  C28 1.521, O30 1.382, H34 1.135, H35 1.118
30 O -0.255 -1.852 -5.029  C29 1.382, H36 0.955
31 H 0.992 0.183 -6.317  C28 1.097
32 H 0.002 1.442 -5.612  C28 1.097
33 H -0.732 0.248 -6.713  C28 1.081
34 H -0.899 -0.189 -3.944  C29 1.135
35 H 0.822 -0.403 -4.114  C29 1.118
36 H -1.172 -2.118 -5.081  O30 0.955
37 C -2.200 3.919 0.386  O38 1.364, N39 1.248, N40 1.281
38 O -2.094 3.995 -0.972  C37 1.364
39 N -1.230 3.939 1.173  C37 1.248, H41 1.052, H42 0.966
40 N -3.362 3.659 0.858  C37 1.281, H43 1.001, H44 1.006
41 H -0.259 4.078 0.793  N39 1.052
42 H -1.246 4.106 2.124  N39 0.966
43 H -4.142 3.830 0.255  N40 1.001
44 H -3.540 3.791 1.839  N40 1.006
45 C -4.244 -0.932 -3.306  O46 1.373, N47 1.285, N48 1.307
46 O -4.948 -0.105 -4.147  C45 1.373
47 N -4.634 -2.149 -3.168  C45 1.285, H49 1.012, H50 1.017
48 N -3.260 -0.542 -2.540  C45 1.307, H51 1.095, H52 0.996
49 H -5.466 -2.487 -3.634  N47 1.012
50 H -4.050 -2.817 -2.672  N47 1.017
51 H -2.916 0.497 -2.550  N48 1.095
52 H -2.820 -1.159 -1.893  N48 0.996
53 C 1.300 3.135 4.561  O54 1.351, N55 1.352, N56 1.322
54 O 0.911 2.405 3.493  C53 1.351
55 N 1.200 2.677 5.829  C53 1.352, H57 1.011, H58 1.054
56 N 2.052 4.218 4.462  C53 1.322, H59 1.020, H60 1.039
57 H 0.560 1.941 6.097  N55 1.011
58 H 1.870 2.920 6.606  N55 1.054
59 H 2.334 4.437 3.507  N56 1.020
60 H 2.106 5.011 5.131  N56 1.039
61 C 3.142 -0.857 2.671  O62 1.356, N63 1.325, N64 1.303
62 O 3.818 -1.596 3.585  C61 1.356
63 N 1.828 -0.956 2.529  C61 1.325, H65 1.084, H66 1.023
64 N 3.660 -0.191 1.678  C61 1.303, H67 1.038, H68 1.042
65 H 1.248 -1.207 3.410  N63 1.084
66 H 1.288 -0.417 1.846  N63 1.023
67 H 4.692 -0.226 1.559  N64 1.038
68 H 3.356 0.750 1.349  N64 1.042
69 C 3.474 -0.475 -1.668  O70 1.402, N71 1.297, N72 1.300
70 O 4.054 0.742 -1.285  C69 1.402
71 N 3.214 -1.344 -0.741  C69 1.297, H73 0.996, H74 1.029
72 N 3.080 -0.817 -2.859  C69 1.300, H75 1.046, H76 1.018
73 H 3.326 -0.974 0.177  N71 0.996
74 H 3.022 -2.338 -0.924  N71 1.029
75 H 3.220 -0.141 -3.645  N72 1.046
76 H 2.654 -1.723 -3.045  N72 1.018
77 C -3.872 0.098 0.914  O78 1.418, N79 1.307, N80 1.293
78 O -3.502 -1.266 0.803  C77 1.418
79 N -5.112 0.418 1.174  C77 1.307, H81 1.032, H82 1.001
80 N -3.058 1.102 0.886  C77 1.293, H83 1.030, H84 1.096
81 H -5.760 -0.386 1.185  N79 1.032
82 H -5.458 1.334 0.964  N79 1.001
83 H -2.050 0.982 0.709  N80 1.030
84 H -3.330 2.164 0.896  N80 1.096
85 C 1.352 -4.144 1.493  O86 1.321, N87 1.298, N88 1.282
86 O 0.814 -3.570 0.432  C85 1.321
87 N 1.458 -5.427 1.660  C85 1.298, H89 1.065, H90 1.027
88 N 2.194 -3.736 2.370  C85 1.282, H91 1.067, H92 1.038
89 H 1.368 -5.886 0.703  N87 1.065
90 H 0.720 -5.937 2.162  N87 1.027
91 H 2.208 -2.670 2.325  N88 1.067
92 H 2.034 -3.920 3.379  N88 1.038
93 C 2.262 -4.016 -2.407  O94 1.373, N95 1.312, N96 1.288
94 O 3.004 -3.942 -1.255  C93 1.373
95 N 2.396 -4.994 -3.271  C93 1.312, H97 1.011, H98 1.035
96 N 1.378 -3.118 -2.676  C93 1.288, H99 1.024, H100 1.055
97 H 3.224 -5.550 -3.106  N95 1.011
98 H 1.810 -5.268 -4.079  N95 1.035
99 H 1.050 -2.509 -1.921  N96 1.024
100 H 0.700 -3.140 -3.484  N96 1.055
101 C 2.660 3.435 0.565  O102 1.422, N103 1.306, N104 1.282
102 O 1.424 4.132 0.644  C101 1.422
103 N 3.560 3.584 -0.370  C101 1.306, H105 1.066, H106 1.028
104 N 3.016 2.622 1.490  C101 1.282, H107 1.077, H108 1.033
105 H 3.110 3.893 -1.285  N103 1.066
106 H 4.288 2.888 -0.574  N103 1.028
107 H 2.326 2.540 2.312  N104 1.077
108 H 4.026 2.559 1.701  N104 1.033
109 C -1.630 -3.600 -1.356  O110 1.395, H111 1.084, H112 1.027, H113 1.109
110 O -2.912 -3.771 -1.882  C109 1.395, H114 0.981
111 H -1.290 -4.418 -0.731  C109 1.084
112 H -1.700 -2.853 -0.655  C109 1.027
113 H -0.888 -3.317 -2.129  C109 1.109
114 H -3.484 -4.198 -1.209  O110 0.981
115 C -1.442 -2.876 2.521  O116 1.419, H117 1.090, H118 1.140, H119 1.116
116 O -2.656 -2.785 3.251  C115 1.419, H120 0.968
117 H -0.714 -3.275 3.227  C115 1.090
118 H -1.180 -1.814 2.201  C115 1.140
119 H -1.420 -3.557 1.637  C115 1.116
120 H -3.092 -1.932 3.107  O116 0.968

---

This record from the Open Molecules 2025 dataset describes a cluster of 19 separate species, C19H76O19 in total in a non-equilibrium geometry. The level of theory is ωB97M-V/def2-TZVPD.

The calculation puts the total energy at -59828.1655 eV. The total charge is 0. The energy relative to the best compared isomer or geometry (same formula, charge and spin) comes out at 2.841 eV.

Last columns: bonded neighbours and bond lengths (Å).
Geometry (Å):
1 C -9.635 1.308 -31.036  O2 1.446, H3 1.098, H4 1.075, H5 1.065
2 O -8.239 1.068 -30.744  C1 1.446, H6 0.969
3 H -10.246 1.367 -30.126  C1 1.098
4 H -10.107 0.479 -31.531  C1 1.075
5 H -9.750 2.267 -31.486  C1 1.065
6 H -8.088 1.533 -29.907  O2 0.969
7 C -12.039 -0.721 -29.921  O8 1.364, H9 1.091, H10 1.077, H11 1.111
8 O -13.240 -1.365 -29.870  C7 1.364, H12 0.970
9 H -12.171 0.350 -29.760  C7 1.091
10 H -11.621 -0.801 -30.911  C7 1.077
11 H -11.343 -1.169 -29.179  C7 1.111
12 H -13.533 -1.332 -28.946  O8 0.970
13 C -5.282 -2.103 -34.683  O14 1.381, H15 1.088, H16 1.108, H17 1.038
14 O -6.471 -1.747 -35.286  C13 1.381, H18 0.998
15 H -5.508 -2.546 -33.715  C13 1.088
16 H -4.559 -1.278 -34.523  C13 1.108
17 H -4.869 -2.865 -35.254  C13 1.038
18 H -6.965 -1.137 -34.668  O14 0.998
19 C -4.994 0.503 -31.269  O20 1.409, H21 1.100, H22 1.099, H23 1.091
20 O -5.625 -0.721 -31.566  C19 1.409, H24 0.984
21 H -4.595 1.044 -32.140  C19 1.100
22 H -4.107 0.359 -30.636  C19 1.099
23 H -5.694 1.090 -30.672  C19 1.091
24 H -6.471 -0.513 -32.023  O20 0.984
25 C -5.690 -3.369 -30.148  O26 1.450, H27 1.063, H28 1.096, H29 1.085
26 O -6.238 -3.238 -28.812  C25 1.450, H30 0.959
27 H -6.349 -2.894 -30.834  C25 1.063
28 H -5.505 -4.424 -30.383  C25 1.096
29 H -4.767 -2.813 -30.269  C25 1.085
30 H -5.938 -3.925 -28.213  O26 0.959
31 C -8.344 -5.449 -29.901  O32 1.422, H33 1.051, H34 1.094, H35 1.088
32 O -8.471 -4.260 -30.671  C31 1.422, H36 0.964
33 H -7.581 -5.475 -29.179  C31 1.051
34 H -8.233 -6.351 -30.511  C31 1.094
35 H -9.192 -5.539 -29.226  C31 1.088
36 H -8.752 -3.541 -30.094  O32 0.964
37 C -8.264 -0.595 -37.700  O38 1.421, H39 1.070, H40 1.059, H41 1.089
38 O -7.293 -1.387 -38.372  C37 1.421, H42 0.951
39 H -9.236 -0.828 -38.081  C37 1.070
40 H -7.998 0.425 -37.793  C37 1.059
41 H -8.264 -0.854 -36.642  C37 1.089
42 H -6.427 -1.205 -38.026  O38 0.951
43 C -5.806 1.150 -34.976  O44 1.368, H45 1.042, H46 1.044, H47 1.050
44 O -6.608 2.219 -34.686  C43 1.368, H48 0.935
45 H -4.862 1.398 -35.341  C43 1.042
46 H -6.202 0.581 -35.757  C43 1.044
47 H -5.620 0.510 -34.164  C43 1.050
48 H -7.474 1.870 -34.647  O44 0.935
49 C -9.797 -5.679 -33.784  O50 1.411, H51 1.056, H52 1.071, H53 1.092
50 O -10.290 -6.252 -32.592  C49 1.411, H54 0.968
51 H -9.130 -6.412 -34.149  C49 1.056
52 H -9.289 -4.757 -33.588  C49 1.071
53 H -10.552 -5.487 -34.549  C49 1.092
54 H -9.607 -6.760 -32.129  O50 0.968
55 C -8.702 -1.494 -33.141  O56 1.440, H57 1.090, H58 1.065, H59 1.050
56 O -7.918 -0.294 -33.270  C55 1.440, H60 0.949
57 H -8.183 -2.222 -32.516  C55 1.090
58 H -8.794 -2.042 -34.049  C55 1.065
59 H -9.665 -1.357 -32.745  C55 1.050
60 H -8.058 0.198 -32.470  O56 0.949
61 C -6.465 -5.160 -33.006  O62 1.428, H63 1.098, H64 1.058, H65 1.077
62 O -6.231 -5.454 -34.385  C61 1.428, H66 0.935
63 H -5.484 -5.217 -32.516  C61 1.098
64 H -7.115 -5.882 -32.587  C61 1.058
65 H -6.846 -4.169 -32.828  C61 1.077
66 H -7.024 -5.209 -34.813  O62 0.935
67 C -11.447 -3.935 -30.401  O68 1.426, H69 1.099, H70 1.088, H71 1.086
68 O -10.944 -3.526 -31.671  C67 1.426, H72 0.944
69 H -12.524 -3.726 -30.349  C67 1.099
70 H -10.947 -3.433 -29.576  C67 1.088
71 H -11.328 -4.992 -30.182  C67 1.086
72 H -10.081 -3.905 -31.707  O68 0.944
73 C -6.941 3.408 -32.058  O74 1.418, H75 1.106, H76 1.064, H77 1.099
74 O -6.265 3.712 -30.849  C73 1.418, H78 0.967
75 H -8.013 3.678 -32.096  C73 1.106
76 H -6.818 2.390 -32.342  C73 1.064
77 H -6.542 4.094 -32.818  C73 1.099
78 H -5.369 3.412 -31.056  O74 0.967
79 C -12.957 -0.955 -33.079  O80 1.376, H81 1.115, H82 1.112, H83 1.058
80 O -13.738 -0.102 -32.333  C79 1.376, H84 0.969
81 H -11.972 -0.433 -33.105  C79 1.115
82 H -13.407 -1.029 -34.092  C79 1.112
83 H -12.824 -1.890 -32.602  C79 1.058
84 H -13.712 -0.431 -31.422  O80 0.969
85 C -9.798 1.887 -34.258  O86 1.425, H87 1.117, H88 1.091, H89 1.084
86 O -9.094 1.438 -35.413  C85 1.425, H90 0.981
87 H -9.194 2.503 -33.548  C85 1.117
88 H -10.296 1.065 -33.743  C85 1.091
89 H -10.603 2.479 -34.681  C85 1.084
90 H -9.634 0.693 -35.753  O86 0.981
91 C -8.840 -1.454 -29.713  O92 1.392, H93 1.017, H94 1.056, H95 1.075
92 O -8.693 -2.379 -28.684  C91 1.392, H96 0.991
93 H -9.589 -1.658 -30.370  C91 1.017
94 H -7.967 -1.383 -30.303  C91 1.056
95 H -9.145 -0.571 -29.181  C91 1.075
96 H -7.777 -2.740 -28.797  O92 0.991
97 C -12.329 -3.486 -35.162  O98 1.401, H99 1.080, H100 1.152, H101 1.051
98 O -11.282 -3.065 -34.331  C97 1.401, H102 0.971
99 H -13.221 -3.737 -34.607  C97 1.080
100 H -11.993 -4.391 -35.790  C97 1.152
101 H -12.456 -2.689 -35.834  C97 1.051
102 H -11.418 -3.435 -33.443  O98 0.971
103 C -11.592 -0.410 -36.617  O104 1.390, H105 1.047, H106 1.101, H107 1.032
104 O -10.691 -0.812 -35.637  C103 1.390, H108 0.954
105 H -11.373 0.554 -36.962  C103 1.047
106 H -12.621 -0.428 -36.225  C103 1.101
107 H -11.489 -1.003 -37.454  C103 1.032
108 H -10.857 -1.721 -35.398  O104 0.954
109 C -9.007 -3.602 -36.388  O110 1.338, H111 1.084, H112 1.117, H113 1.064
110 O -7.974 -3.939 -35.608  C109 1.338, H114 0.963
111 H -9.496 -2.693 -36.061  C109 1.084
112 H -9.848 -4.336 -36.421  C109 1.117
113 H -8.677 -3.363 -37.371  C109 1.064
114 H -7.314 -3.239 -35.651  O110 0.963

---

For the records above, the corresponding HOMO-LUMO gap values read 8.21; 9.88 eV.